Computed, not measured: a structure of composition C25H43AgBrF9IO4S2, with wB97M-V/def2-TZVPD.

Each line ends with the Mulliken charge.
Positions of all 86 atoms, in Å:
1 I -3.238 2.857 -4.337  0.20
2 Ag 0.789 6.638 2.434  0.89
3 Br -1.445 0.439 0.339  0.06
4 S 3.012 4.005 1.103  1.36
5 S -5.417 2.388 -1.661  1.41
6 F 4.108 3.431 0.160  -0.28
7 F 3.816 5.353 1.272  -0.31
8 F 2.107 6.038 -0.281  -0.27
9 F 2.164 2.684 1.023  -0.27
10 F 1.842 4.656 2.134  -0.41
11 F 3.461 4.694 -2.087  -0.31
12 F 3.717 3.453 2.376  -0.27
13 F 1.353 4.932 -2.482  -0.28
14 F 0.693 4.481 -0.019  -0.12
15 O -6.102 2.954 -2.763  -0.62
16 O -4.852 0.981 -2.118  -0.40
17 O -3.957 3.042 -1.463  -0.40
18 O -6.024 2.353 -0.376  -0.57
19 C 4.105 -1.785 2.366  -0.89
20 C 2.959 -2.180 1.428  -0.40
21 C -0.928 -4.465 1.492  -1.28
22 C -4.252 0.201 0.581  -1.12
23 C -0.251 -2.774 -1.970  -0.33
24 C -2.962 2.306 -2.174  -0.96
25 C 1.372 -3.943 2.508  -0.67
26 C -3.389 0.822 -1.921  2.06
27 C -1.547 -2.293 -2.643  -1.10
28 C -4.157 1.335 1.609  -1.42
29 C 4.811 -0.962 4.676  -1.27
30 C 0.819 2.047 -1.758  -0.30
31 C 0.395 -5.024 2.011  -1.00
32 C -0.384 2.474 -2.633  -0.49
33 C 2.535 -3.660 1.528  -0.63
34 C -0.759 -3.348 0.456  1.51
35 C -3.016 -0.211 -2.991  -1.84
36 C 2.145 2.743 -2.077  -1.39
37 C -1.623 2.926 -1.834  -1.17
38 C 2.254 4.214 -1.766  0.80
39 C -1.588 -0.792 -2.917  0.41
40 C -0.500 -3.885 -0.949  -1.36
41 C 1.960 4.719 -0.320  0.42
42 C -3.186 0.112 -0.510  -0.27
43 C 3.655 -1.467 3.790  0.10
44 H -4.128 -0.733 1.138  0.53
45 H -1.692 -2.767 0.438  -0.18
46 H -1.096 -0.608 -3.876  0.65
47 H 4.815 -2.615 2.416  0.26
48 H -2.381 -2.572 -1.991  0.54
49 H 3.277 -1.978 0.401  0.38
50 H -1.434 2.878 -0.767  0.61
51 H -5.147 1.495 2.034  0.36
52 H 0.865 -5.639 1.238  0.39
53 H 4.555 -0.039 5.200  0.30
54 H 0.170 -5.706 2.836  0.40
55 H 2.955 2.227 -1.560  0.44
56 H 2.241 -4.008 0.533  0.29
57 H -3.102 -0.943 -0.758  0.05
58 H -1.347 -4.496 -1.271  0.41
59 H -1.778 3.989 -2.041  0.52
60 H -3.233 0.195 -3.974  0.48
61 H 2.370 2.658 -3.144  0.47
62 H 0.044 -2.655 0.724  -0.49
63 H 2.081 -1.555 1.620  0.05
64 H 3.273 -2.387 4.241  0.03
65 H 0.822 -3.010 2.651  0.43
66 H -1.678 -2.827 -3.587  0.34
67 H -5.244 0.154 0.142  0.65
68 H 0.446 -3.129 -2.733  0.52
69 H -1.477 -5.276 1.006  0.43
70 H 4.626 -0.913 1.959  0.40
71 H 3.402 -4.254 1.825  0.51
72 H 5.693 -0.746 4.068  0.35
73 H 0.560 2.143 -0.708  0.04
74 H 0.378 -4.539 -0.919  0.53
75 H 0.997 0.979 -1.902  0.15
76 H -0.640 1.654 -3.302  0.57
77 H -3.513 1.030 2.436  0.47
78 H -3.720 -1.033 -2.839  0.60
79 H 5.100 -1.699 5.425  0.35
80 H 2.836 -0.745 3.779  0.23
81 H -0.105 3.284 -3.303  0.93
82 H -0.999 -0.271 -2.166  -0.82
83 H -3.797 2.267 1.180  0.26
84 H 0.240 -1.930 -1.473  -0.05
85 H 1.790 -4.278 3.457  0.42
86 H -1.524 -4.097 2.331  0.35

## Properties
Frontier orbital gap in eV: 5.1379
LUMO level in eV: -6.33
HOMO energy in eV: -11.5
Net charge: +1
Largest force on an atom in eV/Å: 0.81